1.
65
Properties=species:S:1:pos:R:3 method="wB97M-V/def2-TZVPD" smiles="NC(N)=O.CCO.CCO.CCO.CCO.CCO.CO.CO" e_above_lowest_kj_mol=263.84 homo_lumo_gap_ev=9.891 energy_ev=-33518.621
N 0.62199 1.47904 -1.96414
C 1.70621 1.91509 -1.30759
N 2.74375 1.52755 -1.93503
O 1.71139 2.74653 -0.16194
H -0.32491 1.88438 -1.67020
H 0.53444 0.64049 -2.63677
H 3.69398 1.81179 -1.60136
H 2.89356 0.90549 -2.73502
C -0.40331 -4.45468 -0.65279
C 0.72204 -3.48100 -0.33835
O 1.09807 -2.80383 -1.50001
H -0.13403 -5.11046 -1.46789
H -1.21444 -3.83524 -1.00520
H -0.81288 -4.92532 0.18665
H 1.62414 -4.02017 0.00002
H 0.45202 -2.76421 0.41816
H 1.71178 -2.16731 -1.21461
C 4.42905 -0.67118 1.16244
C 2.99071 -0.87264 0.63585
O 2.99954 -0.87096 -0.70739
H 5.11480 -1.32802 0.59628
H 4.57995 -0.94458 2.16810
H 4.79468 0.35704 1.02806
H 2.37160 0.03483 0.94259
H 2.49621 -1.72348 1.03430
H 2.84323 0.02717 -1.04988
C -1.70490 3.46257 -2.53148
C -1.90843 3.67037 -1.01331
O -1.41068 2.52262 -0.39889
H -2.21853 2.56823 -2.94259
H -0.63218 3.42895 -2.78230
H -2.14523 4.31308 -3.04847
H -2.94461 3.77784 -0.75876
H -1.41833 4.52732 -0.62505
H -1.52056 2.63517 0.52797
C -0.13731 -1.51097 5.02662
C -0.68434 -1.11176 3.60564
O 0.27492 -1.38213 2.60124
H 0.21777 -2.57725 5.01992
H -0.85559 -1.47184 5.84659
H 0.74231 -0.91181 5.32041
H -0.96137 -0.04066 3.75256
H -1.52262 -1.64364 3.33297
H -0.05627 -1.10091 1.68941
C -2.22188 -1.36759 0.39059
C -1.26737 -0.65614 -0.51669
O -0.27522 0.03539 0.21666
H -2.88267 -2.02916 -0.21626
H -2.69403 -0.68017 1.10362
H -1.63637 -2.12970 0.99062
H -1.84835 -0.03215 -1.10789
H -0.88261 -1.37783 -1.18235
H 0.02314 0.75961 -0.34077
C -1.87940 2.53044 2.90514
O -2.19488 3.77848 2.35888
H -0.97009 2.18023 2.50906
H -2.71059 1.82331 2.62910
H -1.70823 2.52497 3.93759
H -1.36893 4.30186 2.22722
C -1.19975 -0.13845 -4.25339
O -0.09052 -0.59346 -3.56062
H -2.13303 -0.17797 -3.65155
H -1.35034 -0.64683 -5.24199
H -1.10177 0.94782 -4.42057
H 0.03528 -1.56416 -3.62314

---

2.
86
Properties=species:S:1:pos:R:3 method="wB97M-V/def2-TZVPD" homo_lumo_gap_ev=7.540 charge=+2 energy_ev=-99367.644
Ba -1.76604 -1.49991 3.63590
Ba -5.17880 -1.03030 -0.03696
B -4.36402 -0.34393 2.55276
H -4.06412 -0.07697 3.61391
H -5.17597 -1.13384 2.52256
H -4.75591 0.54897 1.96686
H -3.45941 -0.70146 2.01594
N -1.02520 -0.78687 -0.05663
O -0.26768 -0.77191 -1.01106
O -0.59723 -0.90817 1.11711
O -2.27120 -0.65233 -0.27055
C -0.12913 -4.36501 -0.45871
N 1.21797 -4.64539 -0.95108
O 1.51402 -4.51582 -2.11492
O 2.03590 -4.99917 -0.11088
H -0.18154 -4.28850 0.62577
H -0.84427 -5.12021 -0.77473
H -0.50084 -3.38599 -0.76301
C 3.84856 1.02935 3.20777
O 2.78396 1.47134 4.05184
P 1.27800 1.58762 3.55027
O 0.49694 0.32313 3.67850
O 1.40269 2.11794 2.06997
C 0.33839 2.28841 1.15691
O 0.65939 2.77545 4.39832
C 0.39216 2.67432 5.79954
H 3.53625 0.69251 2.22292
H 4.40656 0.20253 3.64630
H 4.55584 1.86280 3.22226
H 0.61461 1.84923 0.19140
H 0.19027 3.36429 1.07660
H -0.57480 1.70939 1.33338
H -0.42447 3.35228 6.04039
H 1.28574 3.04735 6.30035
H 0.11656 1.68643 6.16629
C 1.45911 2.18105 -6.57225
O 1.01237 0.92117 -6.07794
P 1.95457 -0.12133 -5.24981
O 1.17534 -1.26780 -4.78473
O 3.15598 -0.40862 -6.22725
C 2.96128 -1.22416 -7.37683
O 2.64611 0.80484 -4.15911
C 1.92975 1.17864 -2.95691
H 0.81029 2.95149 -6.15958
H 1.47852 2.17161 -7.66008
H 2.47915 2.37704 -6.23080
H 1.96843 -1.68122 -7.41127
H 3.68011 -2.03262 -7.46153
H 2.96451 -0.60678 -8.27573
H 0.98478 0.63181 -2.95311
H 1.59173 2.17216 -3.26315
H 2.55933 1.08002 -2.08442
C -1.73661 1.91645 -2.08939
O -2.88886 2.61896 -2.64306
P -4.35232 1.94051 -2.68635
O -4.72195 0.93974 -1.64801
O -5.29100 3.22017 -2.73113
C -5.13387 4.18893 -1.69436
O -4.44116 1.36850 -4.15756
C -4.24190 2.27005 -5.27596
H -1.04298 1.59336 -2.86181
H -2.12845 0.93577 -1.80910
H -1.41747 2.48714 -1.22552
H -4.72094 3.77757 -0.77080
H -6.07625 4.66265 -1.42029
H -4.50000 5.00108 -2.05216
H -3.83226 1.62664 -6.05354
H -3.49292 3.03702 -5.09840
H -5.19563 2.65372 -5.62396
C 2.41727 -5.01168 5.21648
O 2.77043 -3.95886 4.34928
P 1.99448 -2.59461 4.24259
O 0.51542 -2.68765 4.20754
O 2.52252 -1.72259 5.44505
C 1.80034 -1.05928 6.44227
O 2.70690 -1.90847 3.02307
C 2.33699 -2.21307 1.67319
H 2.45176 -5.96072 4.68240
H 1.37359 -4.95397 5.55281
H 2.97048 -5.12483 6.14894
H 2.41627 -0.44906 7.10126
H 1.24441 -1.68346 7.15130
H 1.06395 -0.40996 5.96062
H 3.24135 -2.49925 1.14026
H 1.80145 -1.39912 1.18988
H 1.68240 -3.08661 1.60369

---

3.
81
Properties=species:S:1:pos:R:3 method="wB97M-V/def2-TZVPD" spin_multiplicity=2 e_above_lowest_kj_mol=0.00 homo_lumo_gap_ev="8.342 / 9.237" charge=-1 energy_ev=-61412.877
C 3.60438 4.56341 -0.18915
C 3.65788 2.99358 -0.51720
C 3.04402 2.42626 0.80126
C 2.74140 0.95684 0.63914
C 1.75804 0.78875 -0.51924
C 2.20466 1.32661 -1.93745
N 2.87106 2.70227 -1.74906
O 3.29027 3.31328 -2.99293
C 0.92381 1.36204 -2.84975
C 3.10947 0.31879 -2.61723
C 5.20229 2.56549 -0.50685
H 2.58593 4.81604 0.10589
H 3.82611 5.15890 -1.07477
H 4.26998 4.96124 0.57688
H 2.17219 2.96325 1.17497
H 3.80380 2.47735 1.58114
H 2.24765 0.51885 1.50659
H 3.66863 0.43046 0.41274
H 0.80616 1.21873 -0.20757
H 1.62807 -0.29159 -0.58306
H 0.29783 2.19340 -2.52557
H 0.39518 0.41316 -2.75884
H 1.07930 1.54440 -3.91308
H 4.04588 0.22676 -2.06698
H 3.16994 0.43348 -3.69949
H 2.64878 -0.65941 -2.47944
H 5.30188 1.48176 -0.44584
H 5.80506 2.99822 0.29159
H 5.60604 2.89251 -1.46505
O -3.27977 1.40119 1.73871
C -2.70804 0.54341 1.12985
O -2.15586 -0.54538 1.65315
B -1.60207 -1.43161 0.59357
O -1.82385 -0.69944 -0.63600
C -2.40694 0.48887 -0.39216
O -2.71756 1.36123 -1.23519
O -0.22659 -1.76428 0.91831
C -0.11485 -3.05188 1.31038
O 0.88714 -3.68978 1.68070
C -1.49290 -3.69765 1.03583
O -2.32484 -2.76728 0.51504
O -1.70330 -4.88862 1.03170
O -4.18927 -5.05781 2.88999
H -3.86963 -5.29716 2.02006
H -4.76296 -4.30707 2.73671
O -1.01849 -1.91075 -3.99230
H -1.57107 -1.52400 -3.31311
H -1.15345 -1.35261 -4.75814
O 2.96103 -3.06303 3.59929
H 3.72924 -2.74836 3.12277
H 2.29792 -3.19904 2.92252
O -5.50237 0.83050 -1.67460
H -5.76690 0.56283 -2.55471
H -4.77905 1.44112 -1.81670
O -4.89179 -2.27422 2.07248
H -5.45626 -1.84964 1.42646
H -4.03966 -2.33854 1.64123
O -0.00173 1.28809 3.06395
H -0.63275 1.02829 3.73518
H -0.35544 0.92898 2.25021
O -1.30140 4.39542 2.35373
H -1.58282 3.83504 1.63054
H -0.39814 4.62855 2.13924
O 2.72687 -3.61974 -0.55724
H 1.90759 -3.54207 -0.06840
H 2.55908 -4.31012 -1.19869
O -0.77780 -6.24664 3.70546
H 0.11038 -6.06900 4.01497
H -0.87659 -5.69446 2.92984
O -3.79443 3.11756 -3.61223
H -3.08393 2.48018 -3.68417
H -4.41444 2.86400 -4.29599
O 2.12589 -6.44590 0.33803
H 1.77482 -5.81670 0.96818
H 1.41549 -7.07332 0.20418
O -5.71322 2.49756 0.95833
H -5.26317 2.22412 0.15901
H -5.10254 2.28214 1.66325
O -1.41805 3.72947 -0.76127
H -1.85332 2.94123 -1.08601
H -2.13412 4.31170 -0.50734

---

Repeat the first record exactly.
65
Properties=species:S:1:pos:R:3 method="wB97M-V/def2-TZVPD" smiles="NC(N)=O.CCO.CCO.CCO.CCO.CCO.CO.CO" e_above_lowest_kj_mol=263.84 homo_lumo_gap_ev=9.891 energy_ev=-33518.621
N 0.62199 1.47904 -1.96414
C 1.70621 1.91509 -1.30759
N 2.74375 1.52755 -1.93503
O 1.71139 2.74653 -0.16194
H -0.32491 1.88438 -1.67020
H 0.53444 0.64049 -2.63677
H 3.69398 1.81179 -1.60136
H 2.89356 0.90549 -2.73502
C -0.40331 -4.45468 -0.65279
C 0.72204 -3.48100 -0.33835
O 1.09807 -2.80383 -1.50001
H -0.13403 -5.11046 -1.46789
H -1.21444 -3.83524 -1.00520
H -0.81288 -4.92532 0.18665
H 1.62414 -4.02017 0.00002
H 0.45202 -2.76421 0.41816
H 1.71178 -2.16731 -1.21461
C 4.42905 -0.67118 1.16244
C 2.99071 -0.87264 0.63585
O 2.99954 -0.87096 -0.70739
H 5.11480 -1.32802 0.59628
H 4.57995 -0.94458 2.16810
H 4.79468 0.35704 1.02806
H 2.37160 0.03483 0.94259
H 2.49621 -1.72348 1.03430
H 2.84323 0.02717 -1.04988
C -1.70490 3.46257 -2.53148
C -1.90843 3.67037 -1.01331
O -1.41068 2.52262 -0.39889
H -2.21853 2.56823 -2.94259
H -0.63218 3.42895 -2.78230
H -2.14523 4.31308 -3.04847
H -2.94461 3.77784 -0.75876
H -1.41833 4.52732 -0.62505
H -1.52056 2.63517 0.52797
C -0.13731 -1.51097 5.02662
C -0.68434 -1.11176 3.60564
O 0.27492 -1.38213 2.60124
H 0.21777 -2.57725 5.01992
H -0.85559 -1.47184 5.84659
H 0.74231 -0.91181 5.32041
H -0.96137 -0.04066 3.75256
H -1.52262 -1.64364 3.33297
H -0.05627 -1.10091 1.68941
C -2.22188 -1.36759 0.39059
C -1.26737 -0.65614 -0.51669
O -0.27522 0.03539 0.21666
H -2.88267 -2.02916 -0.21626
H -2.69403 -0.68017 1.10362
H -1.63637 -2.12970 0.99062
H -1.84835 -0.03215 -1.10789
H -0.88261 -1.37783 -1.18235
H 0.02314 0.75961 -0.34077
C -1.87940 2.53044 2.90514
O -2.19488 3.77848 2.35888
H -0.97009 2.18023 2.50906
H -2.71059 1.82331 2.62910
H -1.70823 2.52497 3.93759
H -1.36893 4.30186 2.22722
C -1.19975 -0.13845 -4.25339
O -0.09052 -0.59346 -3.56062
H -2.13303 -0.17797 -3.65155
H -1.35034 -0.64683 -5.24199
H -1.10177 0.94782 -4.42057
H 0.03528 -1.56416 -3.62314